# 1
C31H50FeP2 | the ωB97M-V functional and the def2-TZVPD basis

The value obtained for the strongest force on any atom is 0.0833 hartree/bohr. The HOMO-LUMO gap (spin up / spin down) is 6.97 / 7.19 eV. The calculation puts the total energy at -3157.117025 hartree.

```
! RIJCOSX wB97M-V def2-TZVPD def2/J DEFGRID3
* xyz 1 6
Fe 0.153 -0.478 0.266
P -1.435 -0.014 -1.160
P 1.819 1.099 -0.079
C -0.578 -2.210 1.601
C -1.684 -3.153 1.235
C 0.639 -0.792 2.977
C -1.261 3.337 5.108
C 1.071 -0.053 4.183
C -2.383 1.970 3.448
C -0.787 -1.755 -1.393
C -2.392 2.638 4.671
C 3.038 -1.334 2.150
C 2.782 2.078 1.100
C 1.436 0.591 -3.579
C 0.770 1.535 -4.560
C -1.538 0.481 -3.894
C 1.297 -0.736 -3.590
C -3.215 -0.207 -0.999
C 1.544 -1.348 2.021
C 0.745 2.257 -0.993
C 1.458 -3.515 0.575
C -1.542 -0.865 -3.750
C -1.855 -1.207 3.576
C 3.141 0.234 -0.993
C 0.717 -1.486 -4.770
C -0.818 -1.762 -4.701
C -1.292 1.245 1.324
C -0.658 -1.296 2.706
C -0.733 1.233 -4.912
C 0.814 -2.312 1.214
C -0.133 3.366 4.278
C -0.118 2.688 3.064
C -0.568 1.631 -1.592
C -1.218 1.940 2.621
H 1.262 -2.451 -4.884
H -1.847 -3.884 2.042
H -1.380 2.376 -1.666
H 3.426 -0.336 2.422
H 3.527 -1.676 1.215
H 3.350 -2.031 2.954
H 3.642 0.915 -1.699
H -1.571 -2.517 -1.233
H 1.337 2.714 -1.818
H 0.843 2.557 -4.130
H -0.772 0.685 -5.874
H -1.257 -1.610 -5.702
H -1.458 -3.726 0.323
H 1.843 -1.371 -2.882
H -3.276 1.457 3.093
H 0.208 0.397 4.681
H 2.292 1.075 -3.081
H -3.303 2.596 5.312
H -3.674 -0.046 -1.985
H -3.488 -1.203 -0.609
H 0.471 3.064 -0.288
H -1.389 2.004 0.535
H 1.555 -0.737 4.894
H 2.431 3.115 1.126
H -0.337 -1.908 -2.385
H -1.973 -2.159 4.127
H 0.072 -2.058 -0.748
H 3.833 2.085 0.790
H -2.333 -1.359 -3.167
H 0.768 2.737 2.429
H -2.641 -2.629 1.086
H -3.606 0.519 -0.271
H -2.290 1.102 -3.386
H 0.923 -0.891 -5.686
H -1.273 3.851 6.084
H 2.728 1.653 2.099
H 3.872 -0.144 -0.261
H -1.211 2.231 -5.058
H -2.766 -1.061 2.972
H 2.708 -0.621 -1.527
H -0.241 1.331 -2.583
H 1.354 1.591 -5.499
H 1.735 -4.215 1.393
H 0.744 -4.024 -0.093
H 0.751 3.920 4.631
H -2.200 0.631 1.323
H -1.794 -0.401 4.310
H 2.377 -3.276 0.002
H -0.976 -2.811 -4.415
H 1.786 0.737 3.933
*
```

Atom charges from the Mulliken analysis, given in e for atoms 1 to 2:
1 Fe 0.086
2 P 1.886

# 2
C24H19Cl2MoN2O5 | the ωB97M-V functional and the def2-TZVPD basis

Its energy above the lowest of the compared OMol25 structures with the same formula, charge and spin is 14.8 kcal/mol. The value obtained for the strongest force on any atom is 0.0079 hartree/bohr. The HOMO-LUMO gap is 6.61 eV. The calculation puts the total energy at -2400.021554 hartree.

```
! RIJCOSX wB97M-V def2-TZVPD def2/J DEFGRID3
* xyz 1 1
Mo -0.076 -0.604 -0.611
Cl 1.781 -2.728 2.354
Cl -3.295 -1.138 1.445
O 1.345 1.020 0.800
O -0.325 3.431 -1.200
O -1.156 1.351 1.684
O -0.219 1.193 -1.251
O -0.526 1.228 3.840
N 0.980 -1.598 -7.929
N -0.387 -1.424 0.844
C 1.422 -1.514 -5.382
C 0.120 2.414 -0.783
C -2.424 -3.113 -3.789
C 1.472 -2.636 -3.262
C -0.311 1.207 2.528
C 1.314 -2.686 -4.631
C -2.286 -3.647 -2.513
C -1.420 -1.530 -1.748
C -1.583 -3.103 4.457
C 1.752 -1.425 -2.622
C -1.601 -0.988 -3.040
C -2.521 -2.472 3.655
C -0.256 -3.191 4.065
C 1.798 -1.366 -1.134
C 1.226 2.338 0.256
C 1.149 0.967 2.202
C 1.730 -0.307 -4.762
C -1.812 -2.854 -1.484
C 1.898 -0.268 -3.389
C -2.131 -1.913 2.451
C 1.194 -1.558 -6.801
C -2.098 -1.783 -4.052
C -0.794 -1.982 2.039
C 0.130 -2.636 2.861
H 2.165 2.594 -0.239
H 2.509 -0.639 -0.731
H -2.570 -4.673 -2.321
H 1.955 -2.331 -0.654
H -1.345 0.045 -3.242
H 1.777 1.697 2.716
H 2.134 0.674 -2.909
H -1.469 1.393 3.997
H 1.030 3.080 1.028
H -1.731 -3.256 -0.482
H -2.235 -1.376 -5.045
H 1.368 -3.540 -2.675
H -2.810 -3.733 -4.588
H -3.558 -2.411 3.951
H 0.480 -3.686 4.683
H -1.891 -3.539 5.398
H 1.097 -3.621 -5.128
H 1.445 -0.025 2.544
H 1.833 0.591 -5.356
*
```

Atom charges from the Mulliken analysis, given in e for atoms 1 to 2:
1 Mo 0.552
2 Cl -0.162

# 3
C6H6NO2 | the ωB97M-V functional and the def2-TZVPD basis

Its energy above the lowest of the compared OMol25 structures with the same formula, charge and spin is 93.0 kcal/mol. The value obtained for the strongest force on any atom is 0.0712 hartree/bohr. The HOMO-LUMO gap is 7.04 eV. The calculation puts the total energy at -436.983025 hartree.

```
! RIJCOSX wB97M-V def2-TZVPD def2/J DEFGRID3
* xyz 1 1
O -1.983 -1.244 0.968
O -4.258 0.596 -0.538
N -3.070 -0.841 0.868
C -0.848 0.064 0.063
C 1.569 0.351 -0.235
C -1.890 0.766 -0.385
C 2.894 -0.271 -0.024
C 0.463 -0.404 0.110
C -3.187 0.309 -0.103
H -1.731 1.727 -0.768
H 3.641 -0.104 -0.813
H 0.633 -1.419 0.528
H 2.836 -1.349 0.213
H 1.552 1.375 -0.701
H 3.381 0.444 0.817
*
```

Atom charges from the Mulliken analysis, given in e for atoms 1 to 2:
1 O -0.137
2 O -0.338

# 4
C39H72BEuFN10O3S | the ωB97M-V functional and the def2-TZVPD basis

Its energy above the lowest of the compared OMol25 structures with the same formula, charge and spin is 18.4 kcal/mol. The value obtained for the strongest force on any atom is 0.0202 hartree/bohr. The HOMO-LUMO gap (spin up / spin down) is 6.36 / 8.93 eV. The calculation puts the total energy at -3535.755364 hartree.

```
! RIJCOSX wB97M-V def2-TZVPD def2/J DEFGRID3
* xyz 1 7
Eu -0.119 0.611 -0.163
S 2.295 -0.127 -2.305
F -1.606 3.894 -5.801
O 1.418 -1.133 0.657
O 1.523 2.425 0.539
O -2.586 0.505 0.950
N -0.490 -0.642 3.548
N -1.714 -2.702 -3.829
N -0.387 1.930 3.472
N -0.748 -1.229 -2.255
N 1.828 0.556 3.583
N 2.588 -1.926 -4.113
N 1.188 -0.064 -4.663
N -0.728 -1.142 2.304
N -0.649 2.375 2.208
N 2.404 0.671 2.354
C -2.909 -3.123 -4.544
C -2.356 2.768 -3.865
C -1.741 -1.670 -2.943
C -0.598 -3.645 -3.820
C -1.348 3.902 3.692
C -1.394 4.071 -0.144
C -0.019 3.189 -4.200
C -0.734 1.927 -2.198
C -1.796 -3.279 1.392
C 2.630 0.286 5.983
C -2.048 2.120 -2.679
C -0.379 -4.409 -5.121
C 3.736 0.656 2.521
C 0.741 -0.384 -6.001
C -1.327 3.281 -4.626
C -1.004 -1.292 5.953
C 4.772 0.743 1.435
C 2.801 0.470 4.519
C 4.023 0.533 3.878
C -1.219 3.584 2.338
C -1.472 -2.763 -0.002
C -1.000 -1.476 4.480
C -1.054 -4.606 1.606
C -1.665 4.553 1.272
C -0.933 5.886 1.496
C -3.314 -3.485 1.499
C -1.366 -2.316 2.467
C 1.996 -0.740 -3.846
C -3.180 4.775 1.413
C 2.929 -2.559 -5.372
C 4.182 0.716 0.030
C -3.695 -4.218 -3.820
C 5.562 2.046 1.612
C -1.558 -2.555 3.825
C -0.815 2.838 4.380
C 5.726 -0.450 1.596
C -0.764 2.736 5.863
C -3.049 -0.965 -2.725
C 0.255 2.520 -3.012
B 0.315 0.633 3.929
H 0.022 -4.446 1.575
H -4.592 -4.459 -4.381
H 6.342 2.103 0.857
H -1.314 -5.313 0.821
H 3.673 -1.986 -5.929
H -2.606 -3.487 -5.528
H -2.890 1.773 -2.087
H -3.103 -5.123 -3.729
H -3.378 2.880 -4.193
H -3.645 -4.226 0.775
H 6.025 2.092 2.594
H -1.174 -5.123 -5.315
H 4.986 0.494 4.342
H -3.285 -0.311 -3.561
H -3.444 5.079 2.422
H -1.881 3.110 -0.303
H -2.884 1.324 1.372
H 1.270 3.283 0.911
H -0.397 -2.755 -0.174
H 0.555 -4.962 -5.046
H -1.771 4.784 4.127
H 4.986 0.705 -0.701
H 6.207 -0.430 2.570
H -0.329 3.977 -0.346
H -2.944 -0.353 -1.832
H -1.873 -1.757 -0.131
H 2.106 -0.644 6.194
H -1.564 -0.403 6.237
H 0.289 0.664 5.100
H 1.971 -0.553 1.251
H -3.870 -1.658 -2.571
H -1.479 -2.155 6.412
H 0.146 5.747 1.454
H -1.254 3.610 6.284
H 2.048 -2.708 -5.991
H 1.293 2.483 -2.693
H -1.285 1.848 6.214
H 4.910 2.909 1.494
H -0.742 -4.365 -3.003
H 1.586 -0.491 -6.684
H -3.506 5.551 0.724
H 0.143 -1.300 -6.009
H 0.771 3.630 -4.787
H 3.356 -3.532 -5.140
H 0.950 -1.719 1.279
H 5.188 -1.390 1.496
H 3.586 -0.177 -0.129
H -3.725 3.864 1.174
H 0.793 0.772 -4.234
H -0.301 -3.733 -5.968
H 0.131 -1.713 -2.422
H -3.992 -3.903 -2.823
H -1.211 6.599 0.723
H 2.077 1.107 6.436
H -1.925 -3.411 -0.749
H 0.320 -3.092 -3.611
H -3.545 -2.257 -4.709
H 0.260 2.704 6.227
H 0.114 0.434 -6.351
H 3.616 0.238 6.440
H -1.306 -5.050 2.564
H 1.932 1.925 1.297
H 3.568 1.588 -0.173
H -2.411 -0.117 1.681
H -2.029 -3.401 4.276
H 3.198 -2.183 -3.346
H 6.499 -0.416 0.833
H -1.801 4.781 -0.860
H -1.182 6.314 2.462
H -3.835 -2.552 1.297
H -3.592 -3.828 2.491
H 0.002 -1.197 6.350
*
```

Atom charges from the Mulliken analysis, given in e for atoms 1 to 2:
1 Eu 1.260
2 S -0.247

# 5
C49H101BrClFN6O18P | the ωB97M-V functional and the def2-TZVPD basis

The value obtained for the strongest force on any atom is 0.0289 hartree/bohr. The HOMO-LUMO gap is 9.23 eV. The calculation puts the total energy at -7085.768029 hartree.

```
! RIJCOSX wB97M-V def2-TZVPD def2/J DEFGRID3
* xyz 1 1
Br -2.818 -0.409 1.533
Cl 1.945 2.822 1.079
P 2.395 -2.512 -0.411
F -2.004 2.641 1.045
O 3.250 -2.427 -1.599
O 1.417 3.361 -1.321
O -4.870 -4.086 1.873
O 6.253 5.322 -0.790
O -3.863 2.586 5.306
O 3.262 -2.754 0.917
O -3.661 -9.404 -2.907
O 4.301 8.592 3.901
O 0.833 -1.519 -5.249
O 0.824 -0.041 -6.854
O 6.894 3.806 0.650
O 3.938 6.455 4.162
O -5.002 2.764 -3.816
O -4.799 -7.565 -2.603
O -4.173 0.452 5.625
O 1.542 -3.880 -0.392
O -3.219 1.907 -4.748
O -5.240 -3.839 4.013
N -1.105 -4.281 -1.578
N 0.465 -2.728 -2.559
N 2.220 0.052 -1.007
N -1.865 -2.312 -2.728
N -0.770 0.493 -0.276
N 1.303 -0.350 1.183
C -1.331 -10.123 -2.705
C 5.283 6.256 -1.275
C -4.852 -4.557 3.133
C -6.087 -1.072 5.740
C -4.491 1.736 5.877
C 5.647 -0.721 0.211
C 0.072 -0.352 1.976
C 6.186 10.130 4.170
C -1.079 0.441 1.238
C -2.706 -7.258 -3.678
C -1.140 2.734 -5.721
C 5.018 5.091 1.337
C 6.534 -0.810 1.444
C -3.073 1.519 -1.187
C 0.342 -1.006 5.095
C 6.110 4.675 0.382
C -5.172 -5.818 0.167
C 1.212 0.397 -8.168
C -0.018 -0.781 -0.720
C -0.115 1.768 -0.809
C 4.713 9.870 4.402
C -4.761 -0.651 6.334
C 0.778 -2.698 2.767
C 1.106 2.626 -0.452
C -4.265 -4.770 0.769
C -0.792 -2.078 -0.564
C -0.352 -1.663 2.711
C 5.483 7.643 -0.703
C -1.196 1.846 1.853
C 4.426 7.456 4.610
C -4.216 3.959 -5.713
C -2.601 -10.140 -3.528
C -3.807 -8.077 -3.044
C -2.310 1.781 -5.845
C 4.402 0.127 0.481
C 3.625 0.469 -0.797
C -0.582 2.275 4.315
C -4.402 -5.975 3.396
C -4.201 2.835 -4.703
C -0.797 -1.385 4.149
C -5.651 2.063 6.784
C 5.225 7.452 5.892
C 0.187 0.031 -9.218
C 1.426 -0.811 -0.174
C 1.593 -2.335 -7.342
C -1.997 0.460 -1.206
C 1.076 -1.274 -6.404
C -0.799 -2.880 -1.893
C -1.681 1.942 3.285
H 0.322 0.309 2.801
H 6.171 -1.566 2.138
H 6.239 7.128 5.661
H -3.166 -6.430 -4.209
H 6.205 -0.200 -0.563
H 7.559 -1.041 1.183
H -0.895 2.514 -0.854
H -0.568 -10.742 -3.176
H 2.208 0.029 -8.410
H 0.745 -2.914 -7.704
H -2.081 -6.849 -2.886
H 4.776 6.728 6.565
H 2.146 -1.950 -8.194
H -3.295 -5.182 1.061
H 3.689 1.540 -0.969
H -3.716 -6.375 2.654
H 6.449 11.132 4.507
H -2.368 2.777 3.313
H 4.759 1.046 0.934
H -6.470 -1.947 6.264
H 2.093 -0.180 -1.978
H -1.957 0.753 -5.798
H -0.618 2.567 -4.778
H -0.646 3.315 4.611
H 5.420 5.789 2.068
H -5.871 1.299 7.524
H 5.437 6.269 -2.353
H 0.796 -3.298 1.867
H 5.352 -1.710 -0.117
H 0.073 -1.048 -9.313
H 2.248 -2.993 -6.779
H -4.835 -0.418 7.397
H -1.600 0.439 -2.213
H -3.738 3.721 -6.660
H -5.962 -1.332 4.691
H -1.144 -2.191 2.198
H -0.394 -2.676 0.245
H -4.037 -1.457 6.233
H 4.114 10.585 3.843
H -0.934 -9.113 -2.596
H -4.715 -6.276 -0.709
H -3.912 -5.998 4.365
H -0.296 -4.863 -1.741
H 6.557 0.136 1.976
H 3.833 -0.355 1.272
H 4.154 5.545 0.860
H 0.484 0.431 -10.187
H -1.225 -2.322 4.495
H -2.770 2.522 -1.461
H 1.751 -2.278 2.976
H 1.804 -4.449 0.339
H 5.352 7.655 0.380
H -0.238 2.338 1.841
H -3.767 1.214 -1.967
H -0.681 1.662 5.199
H -0.787 0.446 -8.954
H -6.115 -5.365 -0.136
H 2.089 -0.483 1.787
H 0.421 2.148 3.917
H -0.024 -0.382 5.899
H -1.334 -4.391 -0.600
H 5.269 8.410 6.400
H -1.529 -10.514 -1.707
H 4.435 9.975 5.451
H -5.421 2.989 7.302
H 3.285 -2.018 1.530
H 6.812 9.414 4.703
H -3.654 1.585 -0.283
H 0.390 -2.178 -3.405
H 0.092 -0.617 -1.783
H -2.838 1.896 -6.793
H -2.438 -9.787 -4.547
H -2.985 -11.155 -3.603
H 4.206 0.037 -1.608
H 0.568 -3.387 3.580
H 1.291 1.478 -8.079
H 0.910 -3.598 -2.802
H -4.071 -3.983 0.040
H -2.080 -7.808 -4.377
H -1.605 -0.666 4.198
H 4.678 4.204 1.864
H -1.830 -1.959 -0.285
H -6.828 -0.275 5.810
H 0.103 1.518 -1.836
H 6.490 7.995 -0.922
H 4.766 8.338 -1.141
H -5.284 -6.611 3.438
H 4.273 5.882 -1.104
H -5.401 -6.607 0.884
H -5.252 4.219 -5.908
H -3.719 4.822 -5.273
H 6.417 10.048 3.108
H 0.764 -1.893 5.554
H -2.488 -0.493 -1.122
H -1.463 3.775 -5.743
H -2.698 -2.869 -2.608
H -6.533 2.220 6.166
H -0.436 2.576 -6.535
H -2.256 1.106 3.652
H -1.604 -2.345 -3.703
H 1.154 -0.476 4.605
*
```

Atom charges from the Mulliken analysis, given in e for atoms 1 to 2:
1 Br 0.088
2 Cl -0.064

# 6
C4H5FN3 | the ωB97M-V functional and the def2-TZVPD basis

Its energy above the lowest of the compared OMol25 structures with the same formula, charge and spin is 86.2 kcal/mol. The value obtained for the strongest force on any atom is 0.1317 hartree/bohr. The HOMO-LUMO gap is 7.95 eV. The calculation puts the total energy at -419.024018 hartree.

```
! RIJCOSX wB97M-V def2-TZVPD def2/J DEFGRID3
* xyz 1 1
F -1.690 -1.527 -0.291
N 1.436 0.030 0.792
N 0.917 0.890 0.142
N 1.003 -1.139 0.915
C -0.758 1.836 -1.505
C -0.891 -0.478 -0.371
C -0.428 0.744 -0.613
C 0.959 -2.012 1.872
H -1.707 1.637 -2.054
H -0.780 2.731 -0.966
H 0.524 -3.023 1.729
H 1.508 -1.749 2.781
H -0.092 2.059 -2.431
*
```

Atom charges from the Mulliken analysis, given in e for atoms 1 to 2:
1 F -0.127
2 N -0.228